Here is C2H6N4O2 as an isolated structure in a non-equilibrium geometry from OMol25. Energies are from the ωB97M-V functional and the def2-TZVPD basis.

- HOMO: -0.3405 hartree
- Lowest unoccupied orbital energy: -0.029 eV
- Relative energy (zero: lowest compared OMol25 entry of this formula, charge and spin): 557.3 kJ/mol
- Kohn-Sham gap: 0.339 Ha

CARTESIAN COORDINATES (ANGSTROEM)
C -0.543 0.224 0.118
C 0.958 0.605 -0.050
H -2.761 -0.241 -0.617
H -2.851 -1.830 -0.134
H -1.058 2.152 -0.488
H -2.491 1.308 0.643
H 2.874 0.097 -0.314
H 1.008 -1.969 0.190
N -2.413 -0.917 0.098
N -0.907 -1.027 -0.088
N -1.558 1.230 -0.004
N 1.889 -0.255 0.476
O 1.114 1.844 -0.134
O 1.850 -1.557 -0.249

Here is C33H53N6OP2PrS as an isolated structure in a non-equilibrium geometry from OMol25. Energies are from the ωB97M-V functional and the def2-TZVPD basis.

- HOMO (spin up / spin down): -0.4528 / -0.4528 hartree
- Lowest unoccupied orbital energy (spin up / spin down): -6.578 / -6.510 eV
- Relative energy (zero: lowest compared OMol25 entry of this formula, charge and spin): 247.4 kJ/mol
- Kohn-Sham gap (spin up / spin down): 0.211 / 0.214 Ha
- Multiplicity: 3
- Net charge: +2

CARTESIAN COORDINATES (ANGSTROEM)
Pr 0.352 -0.752 -2.792
C -3.955 1.276 -2.542
C -3.273 -0.054 -2.917
C -2.653 -0.048 -4.189
C -2.550 1.210 -5.051
C -2.030 -1.237 -4.615
C -1.435 -1.169 -6.036
C -1.884 -2.330 -3.716
C -1.368 -3.704 -4.288
C -2.642 -2.376 -2.533
C -2.961 -3.670 -1.801
C -3.216 -1.181 -2.064
C -3.694 -1.038 -0.608
H -3.567 1.782 -1.647
H -4.938 1.076 -2.228
H -4.067 1.968 -3.361
H -1.805 0.960 -5.851
H -2.285 2.125 -4.466
H -3.508 1.457 -5.496
H -1.289 -2.251 -6.346
H -0.463 -0.736 -6.043
H -2.089 -0.625 -6.757
H -0.931 -4.246 -3.433
H -0.526 -3.522 -4.972
H -2.179 -4.305 -4.805
H -2.847 -3.630 -0.705
H -2.285 -4.463 -2.183
H -4.010 -3.921 -2.002
H -2.882 -1.299 0.100
H -4.583 -1.610 -0.407
H -3.963 0.006 -0.476
C 2.766 2.351 0.813
P 2.427 0.515 0.668
C 1.877 0.001 2.462
N 2.322 -1.269 2.779
C 1.813 -1.803 3.952
C 2.051 -3.171 4.235
C 1.386 -3.820 5.272
C 0.579 -3.087 6.182
C 0.231 -1.766 5.874
C 0.871 -1.093 4.794
N 0.408 0.145 4.419
C 0.869 0.622 3.310
P -0.004 2.092 2.714
C -1.043 1.092 1.509
C -1.299 2.735 4.007
C -2.129 1.626 4.627
C -0.620 3.508 5.128
C -2.191 3.764 3.172
C 4.285 -0.030 0.581
C 5.054 0.561 -0.654
C 4.390 -1.582 0.569
C 5.021 0.530 1.846
H 3.101 2.423 1.860
H 1.805 2.884 0.679
H 3.567 2.614 0.127
H 2.582 -3.714 3.514
H 1.444 -4.867 5.414
H 0.263 -3.569 7.103
H -0.607 -1.197 6.332
H -0.815 0.001 1.565
H -0.653 1.404 0.534
H -2.040 1.415 1.717
H -1.404 1.036 5.229
H -2.575 0.927 3.867
H -2.905 2.024 5.267
H 0.289 2.952 5.478
H -1.262 3.576 6.036
H -0.271 4.481 4.778
H -2.787 3.197 2.434
H -1.651 4.445 2.523
H -2.900 4.295 3.830
H 4.541 0.191 -1.551
H 6.024 0.053 -0.721
H 5.190 1.640 -0.733
H 3.611 -1.997 -0.135
H 4.328 -1.921 1.594
H 5.376 -1.892 0.121
H 5.001 1.638 1.825
H 6.044 0.152 1.850
H 4.539 0.174 2.756
O 1.368 -1.681 -4.799
S 2.757 -1.728 -4.148
N 2.684 -1.378 -2.680
N 0.920 3.735 -3.013
C -0.008 3.571 -1.980
C -0.297 2.250 -1.944
N 0.532 1.535 -2.878
C 1.238 2.527 -3.433
H 1.206 4.568 -3.526
H -0.391 4.356 -1.418
H -1.093 1.803 -1.411
H 1.946 2.361 -4.242
N 0.412 -2.317 -0.639
H 0.850 -3.179 -0.985
H -0.533 -2.546 -0.244
H 1.034 -1.856 0.018

Here is C23H30N2O3 as an isolated structure in a non-equilibrium geometry from OMol25. Energies are from the ωB97M-V functional and the def2-TZVPD basis.

- HOMO: -0.2829 hartree
- Lowest unoccupied orbital energy: 0.611 eV
- Relative energy (zero: lowest compared OMol25 entry of this formula, charge and spin): 2297.9 kJ/mol
- Kohn-Sham gap: 0.305 Ha

CARTESIAN COORDINATES (ANGSTROEM)
C -3.892 0.926 -1.303
C -2.794 1.817 -0.725
C -3.023 3.285 -0.705
C -2.245 4.027 -0.083
C -1.130 3.383 0.384
C -0.958 2.114 0.549
C -1.877 1.199 0.044
C -1.487 -0.136 -0.263
C -2.582 -0.930 0.487
C -3.012 -2.169 0.038
C -4.073 -2.639 0.756
C -4.566 -2.298 1.868
C -3.915 -1.414 2.399
C -2.954 -0.429 1.861
H -2.578 0.374 2.119
H -4.351 -0.914 3.600
H -5.180 -3.113 2.559
H -4.455 -3.798 0.392
H -2.597 -2.355 -0.979
O -1.338 -0.633 -1.340
C -0.436 -0.007 -2.366
C 0.962 -0.044 -1.674
O 1.911 0.697 -2.652
H 1.774 0.255 -3.418
C 1.463 -1.465 -1.976
N 2.628 -2.013 -0.877
C 2.267 -2.378 0.539
C 2.428 -0.752 1.341
H 1.533 -0.234 1.224
H 2.302 -1.195 2.502
C 3.762 -0.140 1.102
C 3.721 1.114 1.650
O 2.786 1.852 1.933
N 4.954 1.457 2.125
H 5.777 0.981 1.998
H 5.106 2.723 2.543
C 4.070 -0.088 -0.521
C 3.836 -1.408 -0.816
H 4.573 -2.100 -0.714
H 3.864 -1.150 -2.059
H 3.468 0.586 -0.616
H 4.935 0.310 -0.256
H 4.438 -0.907 1.638
H 2.919 -3.076 0.954
H 1.146 -2.543 0.579
H 1.879 -2.035 -2.761
H 0.657 -2.294 -1.377
H 1.336 0.211 -0.828
H -0.482 -0.365 -3.369
H -0.764 1.134 -2.298
H -0.498 -0.255 0.368
H 0.021 1.868 0.912
H -0.266 4.282 0.925
H -2.441 5.036 0.062
H -3.960 3.518 -1.025
H -3.403 0.234 -1.736
H -4.599 0.390 -0.706
H -4.660 1.501 -2.008

> Look up the relative energy (zero: lowest compared OMol25 entry of this formula, charge and spin) of the second one.

247.4 kJ/mol

> Among the records above, which one has the highest relative energy (zero: lowest compared OMol25 entry of this formula, charge and spin)?

C23H30N2O3

> What is the relative energy (zero: lowest compared OMol25 entry of this formula, charge and spin) in the third record?

2297.9 kJ/mol

> The highest relative energy (zero: lowest compared OMol25 entry of this formula, charge and spin) belongs to which entry?

C23H30N2O3